Entry from OMol25: C18H33BeN3O3 as an isolated structure (the ωB97M-V functional and the def2-TZVPD basis).

Output
Lowest unoccupied orbital energy (alpha / beta), eV: -7.66 / -6.66
Spin multiplicity: 1
F_max, eV Å⁻¹: 4.5
Charge: +2

Each line ends with the Löwdin charge.
Geometry (Å):
O1 0.0394 -0.5311 0.8556  0.049
O2 1.2115 1.3588 2.1551  0.111
O3 2.8489 2.3580 1.0015  0.161
N1 1.6120 0.8623 -0.0708  0.108
N2 -1.3132 0.6734 3.0442  -0.284
N3 0.7296 -0.9799 3.6127  -0.275
C1 1.0082 -2.3682 3.1734  -0.036
C2 -0.4273 -0.9676 4.6077  -0.106
C3 -0.7256 1.0863 -3.4550  0.089
C4 0.2923 -0.5199 -1.4938  -0.118
C5 3.3627 2.2865 -0.3771  -0.031
C6 -0.5659 -1.5630 -1.7617  0.007
C7 -1.6467 2.1006 2.8134  -0.030
C8 0.6507 -0.1355 -0.1966  -0.276
C9 1.9705 -0.4428 4.2357  -0.034
C10 -1.4268 1.1111 -5.9000  -0.028
C11 -1.0868 0.4021 4.5139  -0.111
C12 2.4789 1.3623 -1.1520  -0.054
C13 1.8617 1.5308 1.0821  -0.376
C14 -0.9505 0.3821 -4.6456  -0.301
C15 -0.0737 -1.6499 -3.5406  -0.043
C16 -1.3955 -1.8102 -5.7698  -0.035
C17 -2.4300 -0.1579 2.5225  -0.032
C18 -0.8060 -0.9939 -4.6688  -0.254
Be1 0.2211 0.1322 2.3051  0.126
H1 -1.3533 2.2051 -5.7670  0.088
H2 -0.8376 0.8340 -6.8008  0.098
H3 1.8271 0.5844 4.5920  0.102
H4 4.3831 1.9134 -0.3313  0.148
H5 2.2684 -1.0887 5.0749  0.113
H6 -1.3529 -1.6035 -2.5594  0.135
H7 0.8466 0.0294 -2.2455  0.065
H8 -0.3867 2.1271 -3.5002  0.087
H9 1.3265 -2.9612 4.0431  0.112
H10 -2.2074 -1.2279 2.5963  0.093
H11 -3.3596 0.0718 3.0631  0.115
H12 0.1268 -2.7121 -3.7419  0.123
H13 -1.2157 -2.8784 -5.5817  0.088
H14 -2.5819 0.0853 1.4670  0.100
H15 -1.6829 2.2796 1.7294  0.103
H16 -0.8761 2.7353 3.2717  0.103
H17 2.7764 -0.4537 3.4902  0.103
H18 1.8167 -2.3600 2.4310  0.103
H19 3.3610 3.2977 -0.7733  0.148
H20 -0.4397 1.1955 4.9196  0.135
H21 0.9626 -1.2072 -3.5422  0.132
H22 -0.0267 -1.1607 5.6179  0.146
H23 -0.7987 -2.1905 -0.8806  0.138
H24 3.0393 0.5598 -1.6327  0.152
H25 -2.6315 2.3241 3.2583  0.114
H26 -2.4887 0.8770 -6.1137  0.105
H27 -2.4901 -1.6648 -5.8543  0.107
H28 1.9033 1.8801 -1.9208  0.135
H29 -1.1276 -1.7744 4.3245  0.127
H30 -1.3152 0.7677 -2.5525  0.102
H31 -0.9575 -1.6091 -6.7619  0.105
H32 -2.0495 0.4124 5.0454  0.146
H33 0.1019 -2.8145 2.7443  0.100


Entry from OMol25: C18H33BrClN2O5PtSi as an isolated structure (the ωB97M-V functional and the def2-TZVPD basis).

Output
Lowest unoccupied orbital energy, eV: -11.59
Spin multiplicity: 1
F_max, eV Å⁻¹: 2.0
Charge: +3
Energy above the lowest of the compared OMol25 structures with the same formula, charge and spin, eV: 1.9133

Each line ends with the Löwdin charge.
Geometry (Å):
Pt1 0.1718 0.3218 0.1511  0.957
Br1 -2.3891 0.9619 0.8967  0.605
Cl1 1.2615 -2.1250 0.2018  0.785
Si1 -4.3408 2.0689 1.1902  0.736
O1 1.2103 -2.9511 -0.9164  -0.158
O2 -1.7702 5.1611 -0.6113  0.017
O3 -0.1375 -1.6527 0.5968  -0.482
O4 1.8200 -0.7213 -0.2041  -0.432
O5 1.9553 -2.6026 1.3091  -0.158
N1 -0.3416 6.6617 -1.5058  0.230
N2 0.8537 2.1346 -0.4014  -0.133
C1 -5.2561 -1.7284 1.9113  0.012
C2 2.1651 2.3060 -0.6549  -0.062
C3 -4.1300 2.9610 -1.4273  -0.066
C4 -3.1398 2.8279 3.6933  -0.073
C5 2.6628 3.5281 -1.0561  0.020
C6 -3.6954 4.3498 1.6898  -0.061
C7 -5.1264 2.2095 -0.5261  -0.669
C8 0.4486 4.4261 -0.9348  -0.075
C9 0.0259 3.1722 -0.5444  -0.073
C10 -5.5316 3.5379 3.2817  -0.053
C11 -5.1134 -0.6604 4.1874  0.014
C12 -0.6491 5.4637 -1.0099  -0.457
C13 -5.4184 0.8139 -1.0969  -0.082
C14 -6.4423 2.9983 -0.3798  -0.063
C15 -5.7519 -0.7498 2.8756  -0.228
C16 -7.0826 -0.1801 2.6931  0.020
C17 -4.1730 3.2168 2.6469  -0.649
C18 1.8004 4.6057 -1.2000  0.053
H1 0.5673 6.9007 -1.8609  0.117
H2 -5.6210 -2.6850 2.3346  0.167
H3 -4.0280 -0.7621 4.1577  0.119
H4 2.8067 1.4447 -0.5303  0.123
H5 -1.0655 7.3617 -1.5630  0.141
H6 -1.0248 3.0206 -0.3557  0.055
H7 -2.1690 2.5735 3.2735  0.062
H8 -3.4937 2.0138 4.3249  0.083
H9 -2.7527 4.1674 1.1657  0.065
H10 -6.9104 3.0534 -1.3653  0.116
H11 -7.7242 -0.9323 3.1975  0.173
H12 -4.1703 -1.8258 1.8959  0.109
H13 2.2043 5.5615 -1.5076  0.134
H14 -6.2158 0.3049 -0.5511  0.072
H15 -5.4742 -1.5719 4.7011  0.164
H16 -5.7700 0.9413 -2.1227  0.115
H17 -2.9905 3.6928 4.3455  0.119
H18 -5.8862 2.7137 3.9006  0.075
H19 -3.9153 3.9783 -1.1065  0.071
H20 -7.2567 0.7452 3.2425  0.109
H21 -6.2951 3.8073 2.5498  0.089
H22 -5.4119 4.3984 3.9444  0.117
H23 -4.5345 0.1755 -1.1368  0.073
H24 -7.4234 -0.1352 1.6606  0.106
H25 -3.5121 5.2069 2.3487  0.146
H26 -5.4386 0.1858 4.7888  0.108
H27 -5.6859 -1.6438 0.9163  0.103
H28 3.7210 3.6288 -1.2503  0.138
H29 -6.2927 4.0249 -0.0450  0.087
H30 -4.6101 3.0115 -2.4091  0.122
H31 -4.4592 4.6778 0.9822  0.090
H32 -7.1571 2.5071 0.2841  0.087
H33 -3.1908 2.4236 -1.5574  0.070


Entry from OMol25: a 9-piece molecular cluster, C18H33Cl12N3 overall (the ωB97M-V functional and the def2-TZVPD basis).

Output
Lowest unoccupied orbital energy, eV: -0.03
Spin multiplicity: 1
F_max, eV Å⁻¹: 3.9
SMILES: ClCCCl.ClCCCl.ClCCCl.ClCCCl.ClCCCl.ClCCCl.CC#N.CC#N.CC#N
Charge: 0
Energy above the lowest of the compared OMol25 structures with the same formula, charge and spin, eV: 2.7675

Each line ends with the Löwdin charge.
Geometry (Å):
Cl1 -5.2453 -4.5618 -5.0880  0.558
Cl2 1.3504 8.5386 2.4680  0.502
Cl3 7.1783 -0.8988 3.0879  0.495
Cl4 1.1647 -2.7358 -0.4240  0.543
Cl5 -2.8817 -2.0610 6.3060  0.518
Cl6 5.7778 1.5555 6.3253  0.566
Cl7 3.8113 -0.3480 -8.3467  0.546
Cl8 -1.6270 0.5136 -0.6905  0.517
Cl9 1.7593 5.7010 0.9676  0.530
Cl10 -0.1364 -0.2586 5.8088  0.440
Cl11 -7.9588 -7.6356 -3.5841  0.584
Cl12 3.0525 -4.6524 -7.4534  0.480
N1 -9.5375 5.7809 -0.4817  0.132
N2 -4.0505 6.9765 4.9276  0.124
N3 8.8111 -6.9296 -3.5270  0.115
C1 6.1254 -0.2343 4.4549  -0.652
C2 6.4567 1.1608 4.7304  -0.691
C3 -6.5308 -5.2738 -4.1084  -0.672
C4 3.4917 -2.8775 -7.1782  -0.587
C5 0.6074 -1.0423 -0.5258  -0.653
C6 -3.4823 4.4380 4.8638  -0.077
C7 -6.6112 -6.8274 -4.3226  -0.724
C8 -7.6662 5.1777 -2.1530  -0.069
C9 6.8973 -5.5213 -2.3783  -0.080
C10 8.0139 -6.2431 -3.0098  -0.272
C11 -3.8338 5.8452 4.8838  -0.295
C12 0.9112 6.9969 0.1093  -0.651
C13 1.4111 8.3464 0.6661  -0.652
C14 -8.7466 5.5081 -1.2254  -0.305
C15 3.2728 -2.0298 -8.4675  -0.682
C16 -0.9096 -1.1186 -0.4606  -0.678
C17 -0.3674 -1.3511 7.2984  -0.584
C18 -1.3301 -2.5291 7.0881  -0.638
H1 -1.2938 -1.4637 0.4993  0.066
H2 -0.7747 -3.2549 6.4942  0.069
H3 -4.1838 3.8859 5.4894  0.082
H4 5.0576 -0.4406 4.3823  0.083
H5 6.4175 -0.7155 5.3883  0.052
H6 5.9210 -5.9301 -2.6387  0.080
H7 3.7961 -2.5008 -9.2996  0.062
H8 0.9782 -0.6346 -1.4662  0.068
H9 -8.0553 4.7977 -3.0976  0.080
H10 6.9051 -4.5620 -2.8957  0.075
H11 -3.4527 4.1037 3.8268  0.083
H12 2.2225 -1.9799 -8.7547  0.062
H13 -2.5296 4.3005 5.3752  0.083
H14 4.5597 -3.0156 -7.0095  0.049
H15 7.5167 1.3484 4.9016  0.069
H16 -7.5169 -4.9347 -4.4258  0.060
H17 -0.1349 6.8320 0.3674  0.061
H18 -0.7750 -0.6346 8.0116  0.054
H19 2.4285 8.5421 0.3275  0.064
H20 0.9864 7.0058 -0.9781  0.080
H21 0.9981 -0.4490 0.3009  0.074
H22 -7.1894 6.1508 -2.2710  0.081
H23 -6.4242 -4.9710 -3.0667  0.069
H24 0.6388 -1.5706 7.6553  0.068
H25 6.0052 1.8455 4.0125  0.078
H26 -6.6201 -7.0253 -5.3944  0.061
H27 -1.5371 -3.0147 8.0418  0.072
H28 -5.6373 -7.1453 -3.9505  0.064
H29 -6.9424 4.4540 -1.7783  0.081
H30 6.9587 -5.4260 -1.2942  0.081
H31 -1.3950 -1.7431 -1.2107  0.062
H32 3.0443 -2.4165 -6.2977  0.070
H33 0.8500 9.1529 0.1940  0.067


Entry from OMol25: C18H33CrGe as an isolated structure (the ωB97M-V functional and the def2-TZVPD basis).

Output
Lowest unoccupied orbital energy (alpha / beta), eV: -13.00 / -12.71
Spin multiplicity: 5
F_max, eV Å⁻¹: 1.4
Charge: +3
Energy above the lowest of the compared OMol25 structures with the same formula, charge and spin, eV: 0.0000

Each line ends with the Löwdin spin population.
Geometry (Å):
Ge1 -1.3406 -0.5080 -0.6515  0.094
Cr1 1.3090 0.1062 -0.0166  3.854
C1 3.3764 -0.6940 3.2653  0.002
C2 3.5258 -0.4105 0.7470  -0.023
C3 3.3411 -1.0102 -0.5065  -0.014
C4 -3.6639 2.3037 -0.7818  0.000
C5 -3.4742 1.1822 -1.7961  0.010
C6 3.0155 -0.2721 -1.6516  0.015
C7 5.4758 -1.2577 1.9490  -0.009
C8 3.3454 0.9956 0.8266  0.024
C9 -1.3790 -2.4287 -0.2913  0.036
C10 2.8283 1.1195 -1.5747  -0.029
C11 3.9300 -1.2245 1.9426  -0.006
C12 -2.0083 0.7684 -1.9787  0.024
C13 -3.3797 -2.1686 1.2391  0.000
C14 2.4982 1.9405 -2.7845  -0.003
C15 -2.8551 -2.7860 -0.0505  0.017
C16 -3.4607 -0.6609 1.1547  0.001
C17 -5.1234 2.7192 -0.6409  0.000
C18 2.9941 1.7303 -0.2987  -0.011
H1 2.9094 -0.7689 -2.6093  0.004
H2 -1.3397 1.6301 -1.9351  0.002
H3 3.5778 -2.2472 1.7805  -0.001
H4 -4.1919 -0.2848 0.4397  0.000
H5 -4.1011 0.3165 -1.5621  0.000
H6 -5.7696 1.8668 -0.4208  0.000
H7 3.8707 0.2285 3.5741  0.000
H8 -3.8104 1.5176 -2.7822  0.003
H9 5.8837 -1.7010 1.0396  0.000
H10 2.8368 2.7986 -0.1995  0.002
H11 3.5593 -1.4248 4.0507  0.000
H12 -0.9810 -2.9616 -1.1590  0.000
H13 -2.7814 -2.4787 2.0977  0.000
H14 2.9691 1.5204 -3.6730  -0.001
H15 -3.6095 -0.1588 2.1144  0.000
H16 3.4550 -2.0855 -0.6021  0.001
H17 -3.4698 -2.4673 -0.8990  0.001
H18 5.8093 -1.8578 2.7946  -0.002
H19 -0.7744 -2.6332 0.5938  0.001
H20 -1.8556 0.2482 -2.9318  0.000
H21 3.4480 1.5047 1.7771  0.003
H22 -5.2465 3.4450 0.1600  0.000
H23 5.8841 -0.2517 2.0652  0.000
H24 -2.9232 -3.8766 -0.0252  0.004
H25 -0.1903 0.5756 0.7327  0.000
H26 -3.2671 2.0018 0.1975  0.000
H27 -4.3962 -2.5266 1.4215  0.000
H28 2.8351 2.9686 -2.6627  0.000
H29 2.2957 -0.5174 3.2296  0.001
H30 -5.4900 3.1768 -1.5593  0.000
H31 -2.4468 -0.1335 0.9224  0.000
H32 -3.0653 3.1624 -1.0984  0.000
H33 1.4211 1.9694 -2.9726  -0.003